No. 1
Formula: C2H6N2OS2
Source: the Open Molecules 2025 dataset
Level of theory: ωB97M-V/def2-TZVPD

Results
Kohn-Sham gap ... 9.3 eV
E_LUMO ... 0.318 eV
ΔE to the lowest compared entry with this formula, charge and spin ... 77.75 kcal/mol

CARTESIAN COORDINATES (ANGSTROEM)
C  -1.1907  1.9305  0.1918
C  0.1304  -0.2674  0.0509
H  -1.9259  2.1552  1.2664
H  -1.6186  2.4720  -0.9594
H  0.0367  2.4043  0.3325
H  -2.8917  -1.0147  0.9354
H  1.0825  1.3408  -1.0755
H  2.7976  -1.3227  -0.5537
N  -1.0825  0.4070  0.3001
N  1.2674  0.4587  -0.4388
O  0.3318  -1.4736  0.3104
S  -2.4194  -0.6358  -0.2540
S  2.7277  -0.0070  0.0718

=====

No. 2
Formula: C48H39BrMnN4O3Te
Source: the Open Molecules 2025 dataset
Level of theory: ωB97M-V/def2-TZVPD

Results
Kohn-Sham gap (spin up / spin down) ... 6.7 / 5.6 eV
E_LUMO (spin up / spin down) ... -0.476 / -1.748 eV
ΔE to the lowest compared entry with this formula, charge and spin ... 11.89 kcal/mol
Multiplicity ... 6
⟨S²⟩ ... 8.81

CARTESIAN COORDINATES (ANGSTROEM)
Mn  0.5376  -1.4162  0.5749
C  -2.7115  -3.6616  -1.1107
C  -1.9647  -2.5751  -0.6552
N  -0.6521  -2.6094  -0.5191
C  0.0161  -3.7498  -0.8691
C  -0.6662  -4.9039  -1.3080
C  -2.0690  -4.8322  -1.4199
C  0.0735  -6.0647  -1.6146
C  1.4359  -6.0277  -1.5155
C  2.1234  -4.8734  -1.1076
C  1.4473  -3.7118  -0.7614
N  1.9171  -2.5065  -0.3027
C  3.2104  -2.1301  -0.0068
C  4.4070  -2.7878  -0.2406
C  5.6354  -2.2411  0.1668
C  5.7100  -1.0383  0.8086
C  4.5233  -0.3196  1.0639
C  4.5007  0.9148  1.7472
C  3.3056  1.5317  1.9874
C  2.1277  0.9341  1.5353
N  2.1115  -0.2040  0.8737
C  3.2904  -0.8557  0.6469
H  -3.7831  -3.5657  -1.2088
H  -2.4493  -1.6457  -0.3847
H  -2.6166  -5.7048  -1.7528
H  -0.4497  -6.9624  -1.9164
H  2.0137  -6.9118  -1.7520
H  3.1936  -4.9361  -1.0615
H  4.4385  -3.7356  -0.7437
H  6.5382  -2.8045  -0.0306
H  6.6577  -0.6294  1.1339
H  5.4343  1.3416  2.0924
H  3.2486  2.4659  2.5267
H  1.1680  1.3965  1.7239
Br  3.0341  -2.4891  6.1671
C  1.2918  -3.1323  5.7764
C  0.6498  -3.8302  6.7910
C  -0.6211  -4.3365  6.5827
C  -1.2414  -4.1742  5.3539
C  -0.5837  -3.5013  4.3398
C  0.6855  -2.9575  4.5319
C  1.2846  -2.1795  3.3758
O  2.1073  -1.2908  3.5635
O  0.8373  -2.5438  2.2232
H  1.1534  -3.9709  7.7374
H  -1.1255  -4.8521  7.3903
H  -2.2346  -4.5692  5.1835
H  -1.0458  -3.3571  3.3743
C  -2.8786  4.5153  -6.6235
C  -2.4164  3.7233  -5.4312
C  -2.8830  3.9993  -4.1520
C  -2.4676  3.2597  -3.0516
C  -3.0380  3.5888  -1.6970
C  -1.5464  2.2203  -3.2220
Te  -0.8955  0.9550  -1.4899
N  -0.8462  0.0371  0.6062
C  -1.5450  0.1245  1.7398
O  -1.3108  -0.6810  2.6563
C  -2.5695  1.1885  1.9801
C  -2.6241  1.7408  3.2576
C  -3.5757  2.6996  3.5623
C  -4.4927  3.1029  2.6004
C  -4.4478  2.5485  1.3299
C  -3.4851  1.5990  1.0186
C  0.3124  2.5297  -0.7247
C  -0.2067  3.3027  0.3077
C  0.5243  4.3547  0.8368
C  1.7926  4.6212  0.3437
C  2.3259  3.8195  -0.6525
C  1.6029  2.7656  -1.2059
C  2.2198  1.9166  -2.2830
C  -1.0897  1.9042  -4.5061
C  -0.1563  0.7576  -4.8241
C  -1.5232  2.6748  -5.5832
H  -3.6110  5.2682  -6.3366
H  -3.3336  3.8597  -7.3673
H  -2.0365  5.0193  -7.1004
H  -3.5985  4.8009  -4.0055
H  -3.8201  4.3426  -1.7757
H  -2.2596  3.9686  -1.0343
H  -3.4634  2.6956  -1.2378
H  -1.9150  1.3975  3.9993
H  -3.6051  3.1248  4.5573
H  -5.2388  3.8490  2.8415
H  -5.1675  2.8532  0.5803
H  -3.4530  1.1559  0.0312
H  -1.1811  3.0689  0.7193
H  0.1027  4.9631  1.6266
H  2.3708  5.4444  0.7439
H  3.3346  4.0030  -1.0040
H  3.3000  2.0547  -2.3167
H  1.8065  2.1843  -3.2580
H  2.0118  0.8603  -2.1046
H  0.1162  0.1873  -3.9410
H  0.7562  1.1288  -5.2934
H  -0.6346  0.0794  -5.5326
H  -1.1557  2.4269  -6.5747

=====

No. 3
Formula: C5H10ClN5
Source: the Open Molecules 2025 dataset
Level of theory: ωB97M-V/def2-TZVPD

Results
Kohn-Sham gap ... 9.5 eV
E_LUMO ... -8.827 eV
ΔE to the lowest compared entry with this formula, charge and spin ... 0.00 kcal/mol
SMILES string ... [NH2+]=C1N=C(Cl)[C@H]2[NH2+]CN[C@H]2N1
Total charge ... +2

CARTESIAN COORDINATES (ANGSTROEM)
N  2.5886  1.5716  -1.5534
C  1.5702  0.8432  -1.0408
N  1.0221  -0.0113  -1.8850
C  -0.1291  -0.5286  -1.7907
Cl  -0.9400  -1.4449  -2.8783
C  -1.2049  -0.1466  -0.3256
N  -1.5888  -1.3072  0.4960
C  -0.5285  -1.2777  1.6477
N  -0.3427  0.0707  1.8880
C  -0.3802  0.8272  0.6177
N  1.0177  1.0297  0.1836
H  2.9276  1.4217  -2.5253
H  3.2328  2.0164  -0.8974
H  -2.1509  0.1502  -0.7272
H  -1.7385  -2.1149  -0.0016
H  -2.5122  -1.1432  1.0123
H  0.3735  -1.7370  1.1895
H  -0.8247  -1.9933  2.4631
H  -0.9725  0.3527  2.6637
H  -0.9330  1.7552  0.6671
H  1.5134  1.6659  0.7965

=====

No. 4
Formula: C3H3NaO3
Source: the Open Molecules 2025 dataset
Level of theory: ωB97M-V/def2-TZVPD

Results
Kohn-Sham gap (spin up / spin down) ... 5.2 / 5.2 eV
E_LUMO (spin up / spin down) ... -0.907 / -0.906 eV
ΔE to the lowest compared entry with this formula, charge and spin ... 52.56 kcal/mol

CARTESIAN COORDINATES (ANGSTROEM)
O  -0.1621  -1.4316  0.6444
O  -0.5252  2.1405  0.4647
C  -0.0229  1.5928  -0.5777
C  -0.3314  0.3616  -1.1427
O  1.4047  -2.9908  1.6847
C  0.6027  -2.2472  1.3309
Na  -1.0399  0.4409  1.7639
H  0.8349  2.1218  -1.0496
H  0.5338  -0.2386  -1.4525
H  -1.2946  0.2507  -1.6660